Entry 1:
A cluster of 5 separate species, C38H40N5O16 in total. Source: the Open Molecules 2025 dataset; level of theory: ωB97M-V/def2-TZVPD.

Element x y z (Å)
N  -0.814  -0.185  2.571
C  0.048  -1.082  1.777
C  1.463  -0.562  1.541
C  1.618  0.483  0.437
C  0.978  1.860  0.647
C  1.874  2.867  1.406
C  1.258  3.346  2.718
N  1.083  2.202  3.642
C  2.181  1.805  4.296
N  2.079  0.794  5.216
N  3.363  2.323  3.981
C  3.510  3.778  3.666
C  2.127  4.385  3.447
C  2.122  5.738  2.777
C  0.928  6.435  2.621
C  0.945  7.672  2.023
C  2.160  8.189  1.596
N  3.305  7.536  1.727
C  3.273  6.340  2.303
H  -1.424  -0.733  3.164
H  -1.419  0.358  1.967
H  0.137  -2.014  2.343
H  -0.402  -1.354  0.817
H  2.060  -1.429  1.236
H  1.887  -0.228  2.498
H  1.200  0.039  -0.472
H  2.682  0.639  0.228
H  0.014  1.784  1.156
H  0.768  2.276  -0.341
H  2.844  2.396  1.577
H  2.023  3.744  0.773
H  0.265  3.732  2.489
H  0.341  2.323  4.323
H  2.182  0.961  6.201
H  1.755  -0.105  4.895
H  4.097  1.947  4.570
H  3.990  4.232  4.533
H  4.159  3.860  2.796
H  1.687  4.539  4.442
H  -0.006  6.016  2.982
H  0.035  8.246  1.897
H  2.201  9.171  1.136
H  4.243  5.854  2.388
C  1.819  -3.764  -1.406
C  2.412  -4.738  -2.116
C  1.926  -5.144  -3.493
O  2.553  -6.027  -4.045
C  0.772  -4.472  -4.048
C  0.180  -3.502  -3.336
C  0.680  -3.082  -1.971
O  0.076  -2.175  -1.419
O  -0.884  -2.834  -3.746
O  3.456  -5.423  -1.696
H  2.162  -3.470  -0.424
H  0.421  -4.776  -5.024
H  -1.114  -2.214  -3.027
H  3.674  -6.056  -2.412
C  -3.539  -5.013  -3.472
C  -3.325  -4.856  -2.161
C  -3.979  -5.731  -1.115
O  -3.686  -5.492  0.045
C  -4.888  -6.766  -1.545
C  -5.108  -6.930  -2.859
C  -4.438  -6.065  -3.905
O  -4.708  -6.306  -5.067
O  -5.920  -7.842  -3.362
O  -2.525  -3.931  -1.641
H  -3.072  -4.390  -4.222
H  -5.363  -7.379  -0.792
H  -5.879  -7.742  -4.335
H  -2.567  -4.065  -0.671
C  9.243  8.490  3.003
C  8.743  7.328  2.559
C  7.263  7.027  2.592
O  6.908  5.937  2.164
C  6.362  8.014  3.130
C  6.855  9.176  3.582
C  8.337  9.489  3.534
O  8.674  10.578  3.957
O  6.120  10.143  4.097
O  9.482  6.349  2.059
H  10.299  8.715  2.984
H  5.311  7.772  3.146
H  6.741  10.864  4.330
H  8.863  5.636  1.809
C  -8.451  -6.251  -5.392
C  -8.698  -7.348  -6.122
C  -10.071  -7.982  -6.189
O  -10.177  -8.966  -6.896
C  -11.146  -7.392  -5.421
C  -10.897  -6.299  -4.686
C  -9.529  -5.654  -4.634
O  -9.418  -4.658  -3.942
O  -11.804  -5.683  -3.946
O  -7.783  -7.978  -6.840
H  -7.474  -5.790  -5.343
H  -12.121  -7.857  -5.463
H  -11.348  -4.924  -3.531
H  -8.243  -8.730  -7.264

Charge   +1
E_HOMO   -10.711 eV
Molar mass   822.8 g/mol
DFT total energy   -2949.4357 Eh
Frontier orbital gap   7.61 eV
E_LUMO   -3.097 eV

=====

Entry 2:
A structure of composition C29H73BCuN3O16V. Source: the Open Molecules 2025 dataset; level of theory: ωB97M-V/def2-TZVPD.

Element x y z (Å)
O  0.324  3.244  1.191
V  0.919  2.088  0.266
Cu  -1.514  0.323  -2.408
C  2.075  2.809  -2.131
O  1.287  3.500  -1.390
O  3.309  3.081  -2.349
O  2.040  1.538  -1.710
C  2.941  1.049  1.732
O  3.880  0.242  1.394
O  1.718  0.700  1.851
O  3.003  2.162  1.048
B  -0.969  0.861  -0.154
H  -0.800  0.951  0.960
H  -1.976  0.229  -0.283
H  -1.020  1.879  -0.664
H  -0.091  0.275  -0.571
C  -0.495  3.087  -4.111
O  -1.533  2.464  -3.383
C  -2.844  2.899  -3.610
C  -3.762  1.956  -2.856
N  -3.611  0.614  -3.425
C  -4.365  -0.421  -2.715
C  -3.746  -1.763  -3.084
O  -2.414  -1.831  -2.622
C  -1.786  -3.053  -2.901
H  -0.057  3.899  -3.528
H  -0.812  3.478  -5.088
H  0.259  2.332  -4.324
H  -3.106  2.867  -4.680
H  -2.957  3.935  -3.266
H  -4.781  2.361  -2.931
H  -3.428  1.936  -1.817
H  -3.824  0.561  -4.412
H  -5.407  -0.402  -3.066
H  -4.385  -0.300  -1.633
H  -3.755  -1.906  -4.173
H  -4.311  -2.575  -2.608
H  -1.897  -3.368  -3.951
H  -2.247  -3.844  -2.299
H  -0.710  -2.985  -2.768
C  -2.738  -1.098  4.269
O  -1.426  -1.525  4.517
C  -0.389  -0.657  4.052
C  0.911  -1.165  4.640
N  1.415  -2.342  3.937
C  2.421  -3.062  4.712
C  3.709  -2.287  4.821
O  4.324  -2.187  3.572
C  5.613  -1.648  3.705
H  -3.000  -1.257  3.217
H  -2.832  -0.037  4.527
H  -3.405  -1.672  4.911
H  -0.525  0.303  4.570
H  -0.446  -0.560  2.969
H  0.745  -1.392  5.710
H  1.651  -0.364  4.595
H  0.583  -2.896  3.770
H  2.582  -4.041  4.260
H  1.978  -3.173  5.721
H  4.372  -2.829  5.519
H  3.545  -1.303  5.278
H  6.150  -1.619  2.764
H  6.180  -2.310  4.388
H  5.599  -0.677  4.212
C  5.512  -6.907  2.185
O  5.592  -5.527  2.013
C  4.461  -4.988  1.322
C  4.884  -3.696  0.653
N  3.784  -2.785  0.366
C  2.999  -3.225  -0.812
C  1.616  -2.621  -0.665
O  1.070  -2.852  0.598
C  -0.241  -2.399  0.715
H  4.805  -7.189  2.978
H  6.508  -7.280  2.430
H  5.185  -7.475  1.303
H  3.623  -4.885  2.013
H  4.213  -5.704  0.524
H  5.554  -3.852  -0.211
H  5.516  -3.195  1.391
H  4.256  -1.932  0.078
H  2.952  -4.318  -0.866
H  3.513  -2.847  -1.702
H  0.974  -3.004  -1.474
H  1.753  -1.537  -0.782
H  -0.860  -2.529  -0.188
H  -0.239  -1.318  0.885
H  -0.831  -2.859  1.512
C  2.300  -1.315  -4.074
C  1.395  -0.120  -4.372
C  0.385  -0.355  -5.483
O  0.711  0.092  -3.141
H  2.719  -1.758  -4.990
H  1.765  -2.152  -3.620
H  3.101  -1.005  -3.406
H  2.027  0.768  -4.488
H  -0.383  0.416  -5.502
H  -0.077  -1.336  -5.333
H  0.924  -0.447  -6.429
H  1.300  0.617  -2.465
C  -5.257  2.913  0.713
C  -4.785  2.035  1.841
C  -3.371  2.362  2.308
O  -5.666  2.249  2.956
H  -5.174  3.968  0.974
H  -6.244  2.603  0.363
H  -4.638  2.783  -0.179
H  -4.782  0.986  1.518
H  -3.326  3.398  2.664
H  -2.661  2.297  1.483
H  -3.022  1.799  3.175
H  -5.148  2.157  3.760
C  -2.000  5.132  -0.338
C  -1.955  6.577  -0.777
C  -2.785  7.496  0.103
O  -0.621  7.063  -0.711
H  -1.505  4.457  -1.042
H  -3.030  4.759  -0.256
H  -1.528  4.967  0.632
H  -2.293  6.601  -1.824
H  -3.848  7.241  0.036
H  -2.781  8.509  -0.305
H  -2.468  7.435  1.141
H  -0.046  6.653  -1.364

Charge   -2
E_HOMO (spin up / spin down)   -0.827 / -0.866 eV
Molar mass   845.2 g/mol
DFT total energy   -5125.9950 Eh
Spin multiplicity   2
Frontier orbital gap (spin up / spin down)   4.16 / 4.20 eV
E_LUMO (spin up / spin down)   3.336 / 3.337 eV

=====

Entry 3:
A cluster of 6 separate species, C49H70N10O3PS in total. Source: the Open Molecules 2025 dataset; level of theory: ωB97M-V/def2-TZVPD.

Element x y z (Å)
C  -4.603  1.994  2.936
C  -3.818  0.764  3.526
C  -4.127  -0.593  2.766
C  -3.675  -0.566  1.251
C  -2.746  -1.797  0.859
C  -2.219  -1.539  -0.639
N  -0.746  -1.648  -0.601
C  0.092  -0.644  -0.466
N  -0.502  0.655  -0.336
C  -0.418  1.225  1.007
C  -1.323  2.490  1.204
O  -0.931  3.491  1.738
O  -0.207  1.542  -1.342
C  -0.950  1.318  -2.555
C  -1.917  2.522  -2.952
C  -1.859  3.731  -1.910
C  -1.822  2.964  -4.448
C  -0.394  3.315  -5.014
C  0.284  2.131  -5.844
C  0.642  3.898  -3.989
N  1.476  -1.006  -0.392
C  1.929  -1.253  1.018
S  3.391  -2.401  0.860
C  4.153  -2.630  2.521
C  5.656  -2.142  2.411
P  2.624  0.153  -1.093
N  2.152  0.532  -2.740
O  2.509  1.678  -0.339
C  -0.211  -3.006  -0.685
C  0.169  -3.631  -1.968
C  0.702  -4.970  -1.868
N  0.943  -5.732  -0.781
C  0.603  -5.182  0.404
C  0.033  -3.851  0.462
H  -4.001  2.924  3.104
H  -4.779  1.925  1.831
H  -5.597  2.167  3.431
H  -2.712  0.979  3.517
H  -4.127  0.655  4.601
H  -3.731  -1.484  3.326
H  -5.248  -0.696  2.798
H  -4.617  -0.584  0.635
H  -3.189  0.420  1.044
H  -1.906  -1.780  1.598
H  -3.395  -2.699  0.925
H  -2.619  -0.548  -0.930
H  -2.632  -2.374  -1.256
H  -0.830  0.445  1.716
H  0.611  1.459  1.377
H  -2.402  2.485  0.883
H  -0.185  1.210  -3.373
H  -1.544  0.373  -2.580
H  -2.958  2.104  -2.812
H  -0.820  4.001  -1.617
H  -2.299  4.621  -2.445
H  -2.541  3.555  -1.039
H  -2.492  3.844  -4.630
H  -2.235  2.127  -5.079
H  -0.551  4.123  -5.785
H  0.889  1.459  -5.171
H  1.051  2.639  -6.495
H  -0.460  1.570  -6.456
H  1.659  3.823  -4.476
H  0.723  3.346  -3.022
H  0.488  4.985  -3.779
H  2.295  -0.294  1.462
H  1.133  -1.716  1.653
H  4.209  -3.740  2.690
H  3.599  -2.161  3.367
H  6.142  -2.522  1.469
H  6.271  -2.556  3.252
H  5.756  -1.034  2.372
H  2.316  1.536  -2.903
H  2.859  0.056  -3.307
H  2.921  1.642  0.540
H  0.039  -3.085  -2.931
H  0.955  -5.449  -2.849
H  0.774  -5.722  1.366
H  -0.228  -3.448  1.472
N  -1.455  8.294  -0.541
C  -1.312  7.001  -0.220
C  -0.088  6.396  0.013
C  1.057  7.167  -0.095
C  0.937  8.507  -0.427
C  -0.334  9.018  -0.636
H  -2.236  6.435  -0.151
H  -0.036  5.347  0.270
H  2.033  6.729  0.078
H  1.809  9.141  -0.520
H  -0.479  10.062  -0.895
N  -4.404  6.246  -2.358
C  -4.625  7.455  -1.827
C  -5.889  7.992  -1.634
C  -6.987  7.237  -2.014
C  -6.784  5.983  -2.567
C  -5.481  5.536  -2.715
H  -3.733  8.008  -1.549
H  -6.009  8.975  -1.197
H  -7.991  7.622  -1.880
H  -7.617  5.366  -2.876
H  -5.271  4.559  -3.141
N  7.649  0.349  2.555
C  8.386  0.963  1.623
C  8.752  2.298  1.684
C  8.329  3.045  2.772
C  7.562  2.432  3.751
C  7.254  1.090  3.596
H  8.691  0.339  0.789
H  9.353  2.742  0.901
H  8.593  4.092  2.857
H  7.213  2.982  4.615
H  6.660  0.565  4.338
N  4.036  -10.349  1.623
C  2.827  -9.976  2.054
C  2.189  -8.813  1.651
C  2.842  -7.987  0.752
C  4.097  -8.350  0.291
C  4.646  -9.536  0.754
H  2.357  -10.654  2.759
H  1.207  -8.559  2.029
H  2.376  -7.069  0.415
H  4.638  -7.728  -0.411
H  5.625  -9.865  0.421
N  -1.339  -8.256  1.859
C  -1.752  -8.596  3.085
C  -3.085  -8.665  3.458
C  -4.048  -8.361  2.510
C  -3.644  -8.004  1.232
C  -2.286  -7.968  0.960
H  -0.962  -8.822  3.794
H  -3.361  -8.950  4.465
H  -5.101  -8.403  2.762
H  -4.367  -7.759  0.465
H  -1.922  -7.698  -0.026

Charge   +1
E_HOMO   -10.782 eV
Molar mass   910.2 g/mol
DFT total energy   -3421.5117 Eh
Frontier orbital gap   6.99 eV
E_LUMO   -3.790 eV